# 1
C14H28BN2O10 | the ωB97M-V functional and the def2-TZVPD basis

## Properties
LUMO level (hartree): -0.117
HOMO-LUMO gap (eV): 9.00
Largest force on an atom (eV/A): 2.4
Charge: +1

Cartesian coordinates (Å):
C1 0.02 -0.38 0.88
C2 1.45 -0.80 0.67
O1 1.70 -1.66 -0.15
O2 2.47 -0.20 1.31
C3 2.23 0.47 2.54
C4 2.29 -0.43 3.74
C5 1.42 -1.66 3.75
C6 1.65 -2.58 4.92
N1 0.81 -2.70 5.86
O3 3.65 -0.95 3.81
C7 4.24 -0.58 4.96
O4 5.42 -0.58 5.19
O5 3.23 -0.24 5.84
C8 2.27 0.38 5.06
O6 2.77 1.72 4.91
B1 0.90 0.58 5.87
O7 0.87 0.29 7.21
O8 -0.17 1.12 5.22
H1 -0.47 -0.66 -0.04
H2 -0.07 0.69 0.98
H3 -0.47 -0.89 1.69
H4 3.06 1.15 2.66
H5 1.34 1.08 2.52
H6 0.36 -1.42 3.69
H7 1.67 -2.21 2.85
H8 2.53 -3.19 4.96
H9 0.01 -2.10 5.65
H10 2.15 2.24 4.39
H11 0.53 -0.59 7.37
H12 -0.96 1.00 5.74
C9 -3.02 -0.31 -1.55
O9 -1.62 -0.43 -1.79
C10 -1.22 -0.89 -3.07
C11 -0.77 0.26 -3.94
N2 -1.91 1.18 -4.31
C12 -2.96 0.65 -5.25
C13 -2.42 0.47 -6.66
O10 -2.16 1.72 -7.25
C14 -0.80 2.17 -7.23
H13 -3.23 -0.70 -0.55
H14 -3.32 0.74 -1.56
H15 -3.61 -0.87 -2.27
H16 -2.00 -1.50 -3.53
H17 -0.36 -1.54 -2.92
H18 -0.31 -0.08 -4.86
H19 -0.06 0.88 -3.40
H20 -1.54 2.04 -4.71
H21 -2.36 1.47 -3.44
H22 -3.76 1.39 -5.26
H23 -3.35 -0.28 -4.85
H24 -3.20 0.00 -7.25
H25 -1.55 -0.18 -6.70
H26 -0.10 1.35 -7.06
H27 -0.67 2.94 -6.46
H28 -0.58 2.62 -8.19

Löwdin population analysis, charges in e, atoms 1 to 4:
1 C 0.026
2 C -0.509
3 O 0.104
4 O 0.058

---

# 2
C9H9NO2 | the ωB97M-V functional and the def2-TZVPD basis

## Properties
LUMO level (hartree): 0.012
HOMO-LUMO gap (eV): 8.50
Largest force on an atom (eV/A): 4.4
ΔE to the lowest compared entry with this formula, charge and spin (kcal per mole): 177.6
SMILES: C[C@@H]1[C@@]2(C)NC(=O)C3=C[C@@]14O[C@@]324

Cartesian coordinates (Å):
C1 1.68 1.65 -0.69
C2 2.04 0.64 0.16
C3 0.28 1.67 -0.17
C4 0.75 0.62 1.03
C5 2.37 -0.79 -0.13
C6 -0.65 0.40 -0.68
C7 -0.11 -0.50 0.39
C8 -2.18 0.71 -0.65
C9 -0.88 -1.33 1.29
N1 1.13 -1.40 -0.11
O1 3.32 -1.41 -0.38
O2 0.24 1.95 1.10
H1 2.16 2.15 -1.54
H2 -0.14 0.08 -1.67
H3 -2.49 0.57 0.33
H4 -2.89 0.07 -1.25
H5 -2.35 1.70 -0.87
H6 -1.88 -0.86 1.41
H7 -0.39 -1.40 2.18
H8 -0.98 -2.34 0.98
H9 0.96 -2.18 -0.75

Löwdin population analysis, charges in e, atoms 1 to 4:
1 C 0.063
2 C -0.002
3 C -0.240
4 C -0.083

---

# 3
C4H22NO7 | the ωB97M-V functional and the def2-TZVPD basis

## Properties
LUMO level (hartree): -0.090
HOMO-LUMO gap (eV): 10.69
Largest force on an atom (eV/A): 2.5
ΔE to the lowest compared entry with this formula, charge and spin (kcal per mole): 14.4
Charge: +1

Cartesian coordinates (Å):
O1 -1.07 2.05 -1.45
C1 -0.34 1.23 -1.92
C2 0.59 0.47 -0.94
C3 0.45 -1.05 -1.23
C4 0.67 -1.45 -2.68
N1 0.14 0.72 0.48
H1 -0.22 0.91 -2.95
H2 1.65 0.72 -0.99
H3 -0.51 -1.42 -0.88
H4 1.22 -1.56 -0.64
H5 -0.07 -1.11 -3.42
H6 1.61 -1.02 -3.08
H7 0.56 -2.51 -2.84
H8 -0.82 1.09 0.48
H9 0.75 1.47 0.84
H10 0.29 -0.07 1.13
H11 -3.67 -0.52 -2.00
H12 -2.92 -1.48 -1.15
O2 -2.93 -0.54 -1.38
H13 -3.08 0.59 0.33
H14 -3.55 1.65 1.30
O3 -2.78 1.07 1.12
H15 0.91 -1.34 3.16
H16 -0.32 -1.94 2.34
O4 0.20 -1.13 2.53
H17 3.11 1.85 1.28
H18 2.62 3.25 1.57
O5 2.43 2.49 0.99
H19 4.65 0.30 -0.21
H20 4.91 0.00 1.25
O6 4.23 0.32 0.65
H21 -1.31 -4.12 2.39
H22 -2.50 -3.18 2.41
O7 -1.59 -3.24 2.12

Löwdin population analysis, charges in e, atoms 1 to 4:
1 O 0.092
2 C -0.169
3 C -0.221
4 C -0.204

---

# 4
C27H42BaN5O5SSi2Te | the ωB97M-V functional and the def2-TZVPD basis

## Properties
LUMO level (hartree): 0.070
HOMO-LUMO gap (eV): 6.88
Largest force on an atom (eV/A): 1.0
ΔE to the lowest compared entry with this formula, charge and spin (kcal per mole): 8.1
Charge: -1

Cartesian coordinates (Å):
Ba1 1.33 -1.50 -1.21
O1 2.21 0.98 -3.17
C1 1.55 0.86 -4.42
C2 0.19 0.19 -4.34
N1 0.18 -1.17 -3.80
C3 1.03 -2.10 -4.57
C4 2.55 -1.90 -4.34
O2 3.30 -1.98 -5.31
O3 2.89 -1.65 -3.14
C5 -1.20 -1.66 -3.75
C6 -1.57 -2.51 -2.51
O4 -2.38 -3.41 -2.65
O5 -1.05 -2.12 -1.41
H1 2.75 0.17 -3.09
H2 2.20 0.35 -5.14
H3 1.39 1.88 -4.80
H4 -0.25 0.21 -5.35
H5 -0.45 0.79 -3.69
H6 0.82 -2.05 -5.65
H7 0.79 -3.12 -4.24
H8 -1.47 -2.23 -4.65
H9 -1.87 -0.80 -3.70
N2 2.68 -5.27 2.00
C7 2.65 -4.13 1.24
S1 2.47 -4.33 -0.44
N3 2.82 -3.04 1.99
N4 2.80 -1.86 1.33
C8 3.11 -0.83 2.05
C9 3.55 -0.92 3.47
C10 4.72 -1.58 3.83
C11 5.13 -1.61 5.15
C12 4.36 -1.00 6.13
C13 3.19 -0.35 5.79
C14 2.79 -0.31 4.46
C15 3.06 0.54 1.45
C16 3.76 1.60 2.05
C17 3.70 2.85 1.49
C18 2.94 3.04 0.34
C19 2.29 1.94 -0.19
N5 2.33 0.73 0.35
H10 2.32 -6.10 1.56
H11 2.56 -5.14 2.99
H12 5.30 -2.07 3.06
H13 6.04 -2.13 5.41
H14 4.68 -1.03 7.17
H15 2.58 0.12 6.55
H16 1.87 0.20 4.19
H17 4.34 1.42 2.95
H18 4.23 3.68 1.94
H19 2.87 4.01 -0.14
H20 1.71 2.03 -1.10
C20 -4.59 -1.32 -1.00
Si1 -4.03 -1.42 0.79
C21 -3.31 -3.07 1.24
C22 -5.54 -1.09 1.90
C23 -2.85 0.02 1.18
Te1 -1.51 0.72 -0.33
C24 -1.39 2.69 0.55
Si2 -2.50 3.92 -0.33
C25 -4.29 3.36 -0.18
C26 -2.32 5.62 0.45
C27 -2.01 4.03 -2.14
H21 -5.41 -2.03 -1.17
H22 -3.78 -1.59 -1.68
H23 -4.94 -0.32 -1.25
H24 -4.06 -3.86 1.15
H25 -2.94 -3.07 2.27
H26 -2.49 -3.32 0.58
H27 -6.28 -1.87 1.79
H28 -6.02 -0.14 1.66
H29 -5.25 -1.05 2.95
H30 -2.27 -0.19 2.08
H31 -3.48 0.89 1.39
H32 -0.34 3.00 0.54
H33 -1.67 2.57 1.60
H34 -4.61 3.32 0.86
H35 -4.42 2.37 -0.62
H36 -4.96 4.04 -0.71
H37 -2.58 5.60 1.51
H38 -2.97 6.35 -0.03
H39 -1.29 5.98 0.37
H40 -2.17 3.08 -2.65
H41 -0.95 4.29 -2.24
H42 -2.59 4.79 -2.66

Löwdin population analysis, charges in e, atoms 1 to 4:
1 Ba 1.721
2 O -0.116
3 C -0.231
4 C -0.182